Entry 1:
ORCA calculation (ωB97M-V/def2-TZVPD) on C23H24N3OS2Yb as an isolated structure.

charge	+2
gap between HOMO and LUMO (spin up / spin down)	6.9 / 6.9	eV
HOMO level (spin up / spin down)	-12.97 / -12.97	eV
LUMO energy (spin up / spin down)	-6.03 / -6.04	eV
⟨S²⟩	0.751
multiplicity	2
calculated total energy	-83945.938	eV

XYZ file:
```
54
C23H24N3OS2Yb | the Open Molecules 2025 dataset | ωB97M-V/def2-TZVPD
Yb -0.168 0.551 0.367
C 5.066 -1.135 1.177
N 4.033 -0.970 2.204
C 4.265 -1.028 3.562
C 3.086 -0.856 4.177
N 2.110 -0.704 3.187
C 2.732 -0.755 1.964
S 2.192 -0.631 0.340
C 0.724 -0.573 3.526
C 0.310 -0.998 4.781
C -1.011 -0.808 5.151
C -1.893 -0.209 4.263
C -1.407 0.137 3.024
N -0.122 -0.045 2.643
H 6.007 -1.312 1.689
H 5.127 -0.233 0.574
H 4.816 -1.986 0.548
H 5.254 -1.181 3.957
H 2.865 -0.804 5.224
H 0.985 -1.498 5.455
H -1.342 -1.141 6.125
H -2.932 -0.040 4.501
H -2.070 0.548 2.262
C -3.507 -3.449 0.927
C -2.138 -3.188 0.702
C -1.751 -1.955 0.251
C -2.689 -0.906 0.028
C -2.250 0.411 -0.344
C -3.223 1.360 -0.580
C -4.601 1.066 -0.443
C -5.002 -0.172 -0.029
C -4.060 -1.195 0.236
C -4.442 -2.484 0.682
H -3.813 -4.430 1.263
H -1.409 -3.974 0.848
H -0.689 -1.862 -0.016
H -2.953 2.374 -0.857
H -5.343 1.826 -0.645
H -6.056 -0.387 0.096
H -5.493 -2.703 0.821
O 0.072 2.551 0.865
S 0.161 3.807 1.774
C -0.052 5.201 0.642
C 1.339 5.603 0.163
C 2.235 5.473 1.389
C 1.942 4.091 1.976
H -0.528 5.987 1.231
H -0.760 4.864 -0.114
H 1.321 6.615 -0.235
H 1.672 4.939 -0.637
H 1.998 6.253 2.115
H 3.295 5.559 1.158
H 2.202 3.964 3.025
H 2.406 3.301 1.383
```

---

Entry 2:
ORCA calculation (ωB97M-V/def2-TZVPD) on C24H50AsMnO3Si3 as an isolated structure.

charge	-1
gap between HOMO and LUMO (spin up / spin down)	3.7 / 5.5	eV
HOMO level (spin up / spin down)	-1.20 / -2.99	eV
LUMO energy (spin up / spin down)	2.50 / 2.52	eV
⟨S²⟩	9.109
multiplicity	6
calculated total energy	-147629.380	eV

XYZ file:
```
82
C24H50AsMnO3Si3 | the Open Molecules 2025 dataset | ωB97M-V/def2-TZVPD
Mn -0.551 0.595 0.196
C -3.217 1.852 0.984
O -1.947 1.250 1.170
Si -1.536 0.628 2.642
C -1.636 1.867 4.040
C -2.696 -0.761 3.098
C 0.159 0.212 2.174
Si 1.389 1.591 1.939
C 2.187 1.996 3.602
C 2.765 1.208 0.707
C 0.606 3.181 1.264
Si 0.749 -1.536 2.363
C 0.880 -1.965 4.200
C -0.432 -2.767 1.541
C 2.432 -1.921 1.611
H -3.346 2.720 1.641
H -4.027 1.132 1.145
H -3.279 2.202 -0.050
H -2.681 2.099 4.268
H -1.138 2.809 3.803
H -1.179 1.460 4.947
H -3.661 -0.353 3.418
H -2.310 -1.364 3.923
H -2.894 -1.413 2.243
H 2.709 1.123 4.003
H 1.433 2.312 4.328
H 2.912 2.807 3.487
H 3.544 0.587 1.153
H 3.244 2.139 0.385
H 2.368 0.710 -0.182
H -0.129 3.602 1.952
H 0.122 2.989 0.302
H 1.384 3.935 1.106
H -0.083 -1.857 4.704
H 1.604 -1.310 4.694
H 1.215 -3.000 4.321
H -1.260 -3.025 2.205
H 0.098 -3.695 1.304
H -0.833 -2.357 0.609
H 3.233 -1.404 2.145
H 2.463 -1.653 0.551
H 2.633 -2.995 1.685
C -3.528 -1.121 -2.229
C -2.239 -1.023 -1.454
O -1.969 0.017 -0.857
C -1.316 -2.214 -1.438
C -1.664 -3.390 -2.139
C -0.820 -4.498 -2.132
C 0.371 -4.435 -1.428
C 0.708 -3.266 -0.736
C -0.106 -2.113 -0.707
O 0.243 -1.069 -0.063
H -4.075 -0.176 -2.137
H -4.160 -1.914 -1.820
H -3.324 -1.286 -3.290
H -2.590 -3.460 -2.695
H -1.091 -5.399 -2.671
H 1.048 -5.282 -1.405
H 1.651 -3.237 -0.188
C 2.609 3.087 -2.184
C 1.226 2.796 -2.747
As 0.500 1.064 -2.091
C -1.240 1.114 -3.068
C -1.151 1.462 -4.551
C 1.453 -0.173 -3.316
C 2.754 -0.668 -2.698
H 2.942 4.090 -2.526
H 3.343 2.346 -2.547
H 2.580 3.077 -1.074
H 1.279 2.810 -3.854
H 0.537 3.598 -2.406
H -1.896 1.856 -2.565
H -1.707 0.111 -2.962
H -0.761 2.489 -4.694
H -2.169 1.428 -4.991
H -0.516 0.734 -5.092
H 1.647 0.317 -4.292
H 0.803 -1.059 -3.478
H 3.456 0.163 -2.508
H 3.242 -1.388 -3.387
H 2.542 -1.183 -1.737
H 0.094 2.161 0.538
```

---

Entry 3:
ORCA calculation (ωB97M-V/def2-TZVPD) on C41H45FGeN2O6S3SiTc as an isolated structure.

relative energy (zero: lowest compared OMol25 entry of this formula, charge and spin)	103.0	kJ/mol
charge	+1
gap between HOMO and LUMO	6.9	eV
HOMO level	-10.55	eV
LUMO energy	-3.66	eV
calculated total energy	-160321.933	eV

XYZ file:
```
101
C41H45FGeN2O6S3SiTc | the Open Molecules 2025 dataset | ωB97M-V/def2-TZVPD
Tc 0.007 0.709 -0.345
C 3.517 -0.611 0.720
Si 3.026 -0.125 -1.005
C 4.382 0.666 -1.994
C 2.269 -1.433 -2.054
N 1.765 1.230 -0.815
C 2.173 2.611 -0.858
C 3.212 3.073 -0.039
C 3.573 4.411 -0.024
C 2.966 5.292 -0.894
C 1.954 4.865 -1.723
C 1.564 3.545 -1.691
F 0.603 3.173 -2.523
H 3.631 -1.691 0.869
H 2.785 -0.264 1.479
H 4.469 -0.153 1.012
H 5.079 -0.061 -2.438
H 4.992 1.337 -1.381
H 3.946 1.266 -2.799
H 3.069 -2.081 -2.460
H 1.820 -0.945 -2.932
H 1.528 -2.051 -1.561
H 3.693 2.379 0.638
H 4.324 4.728 0.663
H 3.268 6.335 -0.916
H 1.422 5.535 -2.388
C -0.028 1.969 -7.436
O 0.363 1.646 -6.114
C -0.511 0.996 -5.347
C -1.769 0.580 -5.755
C -2.616 -0.060 -4.872
C -2.285 -0.254 -3.537
C -3.242 -0.838 -2.588
C -4.327 -1.772 -3.102
O -3.158 -0.578 -1.395
C -0.981 0.156 -3.130
O -0.516 -0.208 -1.908
C -0.090 0.745 -4.030
H 0.831 2.462 -7.897
H -0.859 2.675 -7.402
H -0.340 1.117 -8.018
H -2.123 0.809 -6.735
H -3.582 -0.392 -5.211
H -3.896 -2.609 -3.649
H -5.022 -1.261 -3.767
H -4.888 -2.118 -2.226
H 0.870 1.010 -3.654
C -4.056 2.463 -0.070
S -2.291 2.620 0.023
O -1.639 2.821 -1.266
O -2.157 3.675 1.022
O -1.713 1.324 0.577
H -4.437 3.408 -0.481
H -4.338 2.357 0.982
H -4.307 1.576 -0.641
S 0.759 2.278 1.907
C -0.293 2.672 3.144
N -0.028 3.692 3.946
C -1.176 4.188 4.707
C -1.910 2.916 5.072
S -1.769 1.864 3.609
H 0.704 4.331 3.670
H -1.783 4.836 4.082
H -0.825 4.722 5.586
H -2.945 3.118 5.313
H -1.408 2.416 5.890
C 0.402 -0.582 0.444
Ge 0.272 -2.385 1.720
C 0.633 -3.709 0.413
C -0.179 -3.742 -0.724
C -0.102 -4.801 -1.598
C 0.779 -5.849 -1.353
C 1.655 -5.792 -0.275
C 1.584 -4.729 0.602
C -1.503 -2.521 2.337
C -1.731 -3.039 3.625
C -3.035 -3.295 4.030
C -4.107 -3.033 3.182
C -3.880 -2.530 1.923
C -2.582 -2.294 1.495
C 1.363 -1.873 3.181
C 0.876 -0.748 3.851
C 1.529 -0.288 4.980
C 2.632 -0.960 5.497
C 3.105 -2.079 4.835
C 2.482 -2.539 3.684
H -0.898 -2.957 -0.899
H -0.736 -4.841 -2.461
H 0.804 -6.688 -2.034
H 2.361 -6.579 -0.111
H 2.254 -4.743 1.452
H -0.913 -3.234 4.307
H -3.225 -3.676 5.021
H -5.107 -3.177 3.520
H -4.704 -2.307 1.256
H -2.482 -1.851 0.508
H 0.000 -0.248 3.489
H 1.146 0.591 5.492
H 3.146 -0.636 6.372
H 4.002 -2.575 5.221
H 2.904 -3.380 3.176
```

---

Entry 4:
ORCA calculation (ωB97M-V/def2-TZVPD) on a 12-piece molecular cluster, C30H82N2O32S9 overall.

relative energy (zero: lowest compared OMol25 entry of this formula, charge and spin)	595.2	kJ/mol
gap between HOMO and LUMO	10.0	eV
HOMO level	-10.27	eV
LUMO energy	-0.31	eV
calculated total energy	-198440.511	eV

XYZ file:
```
155
C30H82N2O32S9 | the Open Molecules 2025 dataset | ωB97M-V/def2-TZVPD
C 3.603 5.501 3.235
C 2.745 4.282 3.013
O 2.522 3.854 4.362
S 1.923 2.280 4.545
C 3.526 1.345 4.258
O 1.398 1.976 5.910
O 1.032 2.018 3.421
H 3.092 6.354 3.681
H 4.075 5.873 2.326
H 4.527 5.307 3.780
H 1.757 4.622 2.704
H 3.156 3.496 2.379
H 3.781 1.584 3.225
H 3.308 0.284 4.376
H 4.346 1.567 4.941
C -0.696 6.693 -3.569
C -0.447 6.784 -2.060
O 0.647 6.041 -1.611
S 0.355 4.647 -0.731
C -0.405 5.356 0.810
O -0.726 3.907 -1.391
O 1.652 4.075 -0.427
H -1.733 7.007 -3.692
H -0.563 5.654 -3.872
H -0.047 7.389 -4.100
H -0.080 7.789 -1.849
H -1.333 6.646 -1.439
H -0.167 4.705 1.651
H -1.495 5.382 0.800
H -0.088 6.370 1.054
C -0.410 -1.794 8.417
C -0.619 -1.334 6.945
O 0.243 -2.233 6.173
S -0.060 -2.535 4.594
C -0.034 -0.821 3.854
O 1.079 -3.376 4.120
O -1.453 -3.120 4.670
H -0.308 -2.827 8.752
H -1.271 -1.441 8.985
H 0.317 -1.177 8.945
H -1.630 -1.566 6.609
H -0.531 -0.266 6.747
H 0.340 -1.011 2.849
H 0.479 -0.093 4.483
H -1.025 -0.465 3.571
C -7.233 2.112 -1.846
C -6.311 3.148 -1.147
O -5.885 4.150 -1.987
S -4.250 4.217 -2.174
C -3.827 2.507 -2.777
O -4.087 5.217 -3.243
O -3.665 4.427 -0.800
H -7.464 1.151 -1.384
H -6.957 1.878 -2.874
H -8.190 2.610 -2.002
H -7.041 3.728 -0.583
H -5.600 2.769 -0.413
H -2.751 2.385 -2.660
H -3.953 2.509 -3.860
H -4.411 1.747 -2.258
C 0.048 -3.063 1.019
C -0.312 -2.089 -0.244
O -0.639 -0.812 0.343
S -1.283 0.314 -0.718
C -1.471 1.664 0.612
O -0.172 0.643 -1.605
O -2.579 -0.072 -1.301
H 0.902 -2.682 1.578
H 0.180 -4.110 0.745
H -0.740 -3.053 1.772
H 0.632 -1.959 -0.773
H -1.064 -2.473 -0.933
H -0.462 2.005 0.841
H -1.903 1.234 1.516
H -2.046 2.479 0.172
C -1.474 0.190 -4.813
C -0.607 1.473 -4.813
O 0.698 1.064 -5.070
S 1.945 2.119 -4.913
C 2.197 2.074 -3.046
O 3.100 1.479 -5.500
O 1.553 3.449 -5.417
H -1.375 -0.512 -3.985
H -1.271 -0.353 -5.736
H -2.524 0.442 -4.963
H -0.919 2.095 -5.653
H -0.612 2.087 -3.912
H 3.122 2.604 -2.821
H 2.179 1.056 -2.658
H 1.355 2.542 -2.535
C -1.813 2.815 4.232
C -1.233 4.101 4.858
O -1.629 5.305 4.086
S -0.665 6.760 4.213
C -0.706 7.017 5.993
O 0.700 6.499 3.782
O -1.481 7.775 3.527
H -1.458 2.639 3.216
H -2.899 2.742 4.195
H -1.561 1.940 4.830
H -1.374 4.186 5.936
H -0.148 4.016 4.906
H -0.633 8.096 6.128
H 0.201 6.698 6.506
H -1.655 6.899 6.516
C 5.761 -7.936 -2.883
C 5.174 -7.783 -1.394
O 5.616 -6.554 -0.886
S 4.647 -5.190 -1.166
C 3.472 -5.440 0.286
O 5.467 -4.003 -0.952
O 3.894 -5.365 -2.372
H 5.624 -7.020 -3.456
H 5.273 -8.763 -3.399
H 6.812 -8.210 -2.785
H 4.093 -7.814 -1.256
H 5.623 -8.688 -0.984
H 2.836 -4.555 0.276
H 3.901 -5.738 1.243
H 2.930 -6.336 -0.016
C -0.259 -4.393 -3.670
C 0.873 -4.871 -4.459
O 1.080 -3.911 -5.501
S 0.338 -4.163 -6.917
C 1.774 -4.158 -8.028
O -0.243 -5.495 -7.052
O -0.515 -2.972 -7.124
H -0.226 -4.814 -2.665
H -1.274 -4.544 -4.035
H -0.283 -3.333 -3.414
H 1.747 -4.776 -3.815
H 0.985 -5.887 -4.839
H 1.479 -4.666 -8.947
H 2.573 -4.675 -7.496
H 2.061 -3.124 -8.220
C -2.396 -8.286 -0.331
N -1.489 -7.339 -1.016
O -1.804 -7.095 -2.174
O -0.755 -6.698 -0.341
H -2.304 -8.156 0.747
H -2.033 -9.270 -0.627
H -3.423 -8.063 -0.619
C 4.579 -1.229 0.868
N 3.589 -1.337 1.952
O 3.963 -2.261 2.732
O 2.575 -0.666 1.931
H 5.262 -2.070 0.987
H 5.081 -0.279 1.049
H 4.010 -1.370 -0.051
C -4.999 -2.696 -0.477
O -4.570 -3.748 -1.308
H -5.365 -3.179 0.429
H -4.117 -2.096 -0.256
H -5.779 -2.048 -0.876
H -4.517 -3.549 -2.246
```